# 1
{"formula": "C44H98F15N6O4P2S", "method": "the ωB97M-V functional and the def2-TZVPD basis", "lumo_energy_ha": -0.2283, "spin_multiplicity": 1, "homo_lumo_gap_ev": 7.020, "total_charge": 3, "homo_energy_ev": -13.23, "species": ["C", "C", "O", "N", "H", "H", "C", "H", "H", "H", "H", "H", "H", "C", "C", "C", "N", "C", "C", "C", "C", "C", "H", "H", "H", "H", "H", "H", "H", "H", "H", "H", "H", "H", "H", "H", "H", "H", "H", "H", "C", "C", "C", "N", "C", "C", "C", "C", "C", "H", "H", "H", "H", "H", "H", "H", "H", "H", "H", "H", "H", "H", "H", "H", "H", "H", "H", "C", "C", "C", "N", "C", "C", "C", "C", "C", "H", "H", "H", "H", "H", "H", "H", "H", "H", "H", "H", "H", "H", "H", "H", "H", "H", "H", "C", "C", "C", "N", "C", "C", "C", "C", "C", "H", "H", "H", "H", "H", "H", "H", "H", "H", "H", "H", "H", "H", "H", "H", "H", "H", "H", "C", "C", "C", "N", "C", "C", "C", "C", "C", "H", "H", "H", "H", "H", "H", "H", "H", "H", "H", "H", "H", "H", "H", "H", "H", "H", "H", "C", "F", "F", "F", "S", "O", "O", "O", "P", "F", "F", "F", "F", "F", "F", "P", "F", "F", "F", "F", "F", "F"], "positions_angstrom": [[4.25408, -1.63592, -0.25081], [5.69073, -1.21231, -0.44842], [5.99404, -0.20618, -0.98245], [6.74952, -2.08320, 0.21652], [6.63064, -2.16782, 1.23050], [6.78476, -3.01117, -0.20518], [8.13998, -1.42210, 0.13343], [3.52033, -1.42119, -1.02206], [3.88108, -1.16872, 0.66847], [4.21084, -2.68687, 0.05041], [8.43641, -1.25102, -0.89570], [8.72279, -2.22670, 0.57886], [8.09766, -0.50327, 0.70759], [-5.21000, 5.13316, -6.74939], [-4.98264, 3.62823, -6.61406], [-3.51080, 3.32309, -6.30354], [-3.31963, 2.15885, -5.34979], [-4.12977, 0.93184, -5.77094], [-3.63686, 2.51789, -3.90585], [-2.77959, 1.74665, -2.90742], [-1.74138, 1.05694, -3.80305], [-1.88727, 1.64816, -5.20274], [-5.00857, 5.52035, -5.73956], [-6.25783, 5.36455, -6.92100], [-4.51338, 5.77234, -7.29143], [-5.29683, 3.16347, -7.54910], [-5.66967, 3.35520, -5.81186], [-3.03612, 4.21031, -5.89143], [-3.06333, 2.92951, -7.21500], [-3.89160, 0.73430, -6.81271], [-5.16802, 1.18515, -5.58220], [-3.78714, 0.10308, -5.15736], [-4.69526, 2.31034, -3.76044], [-3.38315, 3.56917, -3.77885], [-3.33355, 1.01301, -2.32179], [-2.38831, 2.43110, -2.15579], [-1.84361, -0.02981, -3.85491], [-0.71610, 1.16918, -3.45120], [-1.52924, 1.02469, -6.01967], [-1.29502, 2.56404, -5.27960], [4.28062, 6.14225, 2.19611], [3.76369, 4.88111, 1.52870], [4.75512, 4.39891, 0.43751], [4.17956, 3.25273, -0.39878], [3.74702, 2.07134, 0.49071], [3.00183, 3.74353, -1.25956], [2.91389, 2.70998, -2.38732], [4.37056, 2.28345, -2.61203], [5.20067, 2.89707, -1.48347], [5.33175, 6.01227, 2.44991], [3.67064, 6.35721, 3.07262], [4.12681, 7.02040, 1.56804], [2.80372, 5.05025, 1.03395], [3.58382, 4.09606, 2.26476], [5.65307, 3.99030, 0.90056], [4.98760, 5.20384, -0.25609], [3.65632, 1.24021, -0.19752], [2.80984, 2.44708, 0.89525], [4.45205, 2.06089, 1.31749], [2.04800, 3.70551, -0.73700], [3.27795, 4.72409, -1.63914], [2.52237, 1.77100, -2.00076], [2.37691, 3.03886, -3.27109], [4.45863, 1.19580, -2.62846], [4.88375, 2.55994, -3.53595], [5.93834, 2.20410, -1.08793], [5.67586, 3.82403, -1.79414], [1.35761, -2.10521, -3.85326], [0.82295, -3.40108, -3.18056], [-0.67714, -3.22193, -3.08714], [-1.31993, -4.48793, -2.54675], [-1.10115, -4.58207, -1.05271], [-0.88905, -5.76239, -3.28803], [-1.98595, -6.77456, -3.03351], [-3.27582, -6.01851, -2.87739], [-2.85835, -4.55935, -2.76069], [0.86332, -1.20526, -3.48855], [1.19105, -2.05219, -4.93599], [2.44480, -2.02799, -3.86579], [1.31288, -3.37495, -2.20695], [1.16035, -4.28273, -3.71959], [-1.16532, -3.00079, -4.03838], [-0.91565, -2.36581, -2.45549], [-0.03332, -4.71382, -0.89680], [-1.61573, -5.46474, -0.67381], [-1.50824, -3.71962, -0.53257], [0.06344, -6.05662, -2.84908], [-0.66879, -5.46204, -4.31166], [-1.71435, -7.31618, -2.12494], [-2.02510, -7.57744, -3.76892], [-3.78563, -6.32225, -1.96682], [-3.88009, -6.11513, -3.77675], [-3.44217, -4.05516, -1.99326], [-2.94698, -4.00341, -3.69436], [-0.10992, -5.69017, 8.56250], [0.47916, -5.40408, 7.15721], [-0.27822, -4.50449, 6.18507], [0.46221, -4.28515, 4.86610], [1.89554, -3.84838, 5.03417], [-0.27909, -3.26032, 3.99798], [-0.05736, -3.65353, 2.55852], [0.51003, -5.07977, 2.56137], [0.41206, -5.54589, 3.99277], [-0.34682, -4.75196, 9.05674], [0.63242, -6.22551, 9.15538], [-0.91764, -6.42367, 8.57092], [0.94940, -6.23156, 6.62394], [1.33516, -4.80081, 7.47959], [-0.32800, -3.49857, 6.60236], [-1.27266, -4.88520, 5.95577], [2.30746, -3.43860, 4.11697], [2.47848, -4.66899, 5.44163], [1.91110, -3.05247, 5.77903], [0.05958, -2.27355, 4.30419], [-1.32086, -3.40634, 4.28603], [0.63227, -2.92703, 2.12859], [-0.95792, -3.54732, 1.95655], [1.51655, -5.15362, 2.15286], [-0.11058, -5.72519, 1.93823], [1.16490, -6.23870, 4.36375], [-0.53467, -6.03860, 4.21783], [-4.54189, 5.96458, 2.43242], [-3.91752, 4.70205, 1.80887], [-4.72100, 3.42457, 2.06432], [-3.96579, 2.13663, 1.74934], [-3.36099, 2.13172, 0.38906], [-4.72360, 0.80675, 1.93422], [-3.73000, -0.13367, 2.57192], [-2.85936, 0.72776, 3.51177], [-2.80421, 2.05385, 2.75834], [-4.65566, 5.85967, 3.51288], [-5.45740, 6.33857, 1.97562], [-3.88232, 6.83060, 2.34993], [-2.91238, 4.53305, 2.19012], [-3.91753, 4.84828, 0.72902], [-5.61838, 3.43310, 1.44106], [-5.07492, 3.30163, 3.08864], [-4.15982, 2.05352, -0.35155], [-2.62311, 1.34069, 0.26477], [-2.88469, 3.06928, 0.09392], [-5.12290, 0.52388, 0.96512], [-5.52428, 1.07592, 2.62341], [-3.14659, -0.64401, 1.80629], [-4.39960, -0.80244, 3.11639], [-1.86046, 0.36402, 3.74632], [-3.34475, 0.73811, 4.48855], [-1.86300, 2.23124, 2.23925], [-2.82539, 2.88055, 3.46753], [3.62609, -0.74033, 3.38280], [4.27356, 0.00097, 2.47986], [2.36979, -0.30365, 3.48848], [3.63057, -2.00210, 2.87259], [4.49049, -0.59645, 5.06997], [3.79198, 0.37421, 5.88171], [4.45973, -1.95281, 5.60450], [5.86965, -0.19995, 4.72834], [0.33482, -0.47354, -0.02278], [1.32996, -0.47773, 1.24290], [1.53693, -0.07572, -1.05590], [0.65474, -2.06314, -0.19617], [-0.70234, -0.42623, -1.25860], [-0.90285, -0.81212, 0.98044], [-0.02893, 1.09057, 0.24350], [-1.12006, 5.27237, -0.55658], [-1.71025, 6.78729, -0.70191], [-0.39525, 5.42916, -1.99179], [0.20674, 5.93735, 0.09000], [-0.64406, 3.73728, -0.37017], [-1.84816, 5.17342, 0.90285], [-2.47435, 4.69939, -1.29468]], "forces_ev_per_angstrom": [[0.5, -1.2, 1.2], [-2.7, 0.4, 0.1], [1.2, -0.1, -0.1], [1.2, 1.4, -0.4], [-0.8, -0.2, 0.0], [-0.2, -0.1, 0.1], [-0.5, -1.2, 0.0], [0.5, 0.2, -0.4], [0.2, 0.4, -0.2], [-0.1, -0.1, -0.4], [-0.2, 0.0, 0.0], [0.7, 0.6, 0.1], [0.2, -0.1, 0.1], [0.4, 0.7, 1.9], [-0.1, 0.7, -0.5], [-0.6, -1.1, -0.3], [0.4, -1.9, 1.1], [0.4, 1.2, 0.4], [-0.8, 0.5, 0.3], [0.1, -0.6, -0.4], [0.6, -0.5, -0.2], [0.8, 1.8, 0.0], [-0.3, 0.1, 0.1], [0.1, 0.1, -0.5], [-0.2, -0.6, -0.9], [0.0, -0.4, 0.2], [0.1, -0.4, 0.0], [0.4, -0.2, 0.0], [0.4, 0.6, -0.1], [-0.3, 0.0, -0.1], [-0.1, -0.4, -0.3], [-0.2, 0.0, 0.1], [-0.1, 0.5, 0.0], [-0.4, 0.1, -0.2], [-0.2, -0.1, -0.3], [0.4, 0.1, -0.4], [-0.4, 0.0, 0.2], [0.0, 0.3, 0.0], [-0.6, -0.2, -0.1], [0.1, 0.0, 0.1], [-0.5, 0.1, -0.1], [0.1, -0.4, -1.0], [-1.1, -0.6, 0.8], [0.0, 0.9, -0.5], [0.3, 2.4, -0.9], [-0.2, -1.1, -0.3], [1.2, -0.5, 0.4], [1.3, -0.1, -0.8], [-0.8, -0.6, 0.5], [0.0, 0.3, 0.2], [0.3, -0.2, 0.2], [0.4, -0.1, -0.2], [-0.1, 0.2, 0.1], [0.2, 0.0, 0.0], [0.2, 0.2, -0.1], [0.1, 0.0, 0.0], [0.0, -0.4, 0.6], [-0.3, -0.7, 0.0], [0.2, -0.7, -0.3], [0.3, 0.6, 0.5], [-0.2, 0.1, 0.2], [-1.0, 0.4, 0.0], [0.0, 0.1, 0.1], [-0.1, 0.0, 0.3], [-0.5, 0.4, -0.2], [0.1, 0.2, 0.2], [0.0, 0.0, 0.1], [0.0, -0.2, -1.3], [0.8, 1.9, -0.5], [-0.2, -0.9, 0.2], [-1.9, -0.3, 1.0], [0.4, -0.8, -0.5], [0.8, 0.6, 0.6], [1.0, -1.0, 0.2], [0.1, 0.6, -0.1], [0.5, 1.0, -0.7], [0.4, 0.0, 0.5], [-0.5, -0.5, 0.0], [0.0, 0.1, 0.8], [-0.4, -0.4, 0.2], [-0.2, 0.0, -0.1], [0.3, -0.3, -0.3], [0.0, -0.3, 0.4], [0.0, 0.3, 0.3], [0.0, -0.1, -0.2], [0.2, 0.3, -0.3], [0.0, -0.1, -0.1], [-0.5, -0.1, -0.1], [-0.2, 0.1, 0.1], [0.1, 0.3, -0.3], [-0.4, -0.1, -0.3], [-0.4, -0.2, 0.3], [0.5, 0.3, 0.1], [-0.5, -0.2, 0.0], [-0.1, -1.1, -0.9], [1.4, 1.0, 0.7], [0.5, 0.2, 0.3], [-0.1, -0.7, -1.1], [-0.4, 0.3, 1.0], [-0.6, -0.8, 1.3], [0.8, 0.8, -0.5], [-0.3, -0.3, -0.4], [-0.1, 0.0, 1.2], [-0.3, -0.1, 0.1], [0.3, 0.4, -0.1], [-0.5, 0.5, -0.2], [-0.5, -0.5, 0.3], [0.3, 0.0, -0.4], [-0.4, 0.0, 0.1], [0.0, 0.1, -0.2], [-0.1, -0.3, -0.1], [0.1, 0.0, -0.3], [0.1, 0.1, -0.1], [0.0, 0.1, -0.2], [0.0, 0.3, 0.0], [0.1, -0.2, -0.2], [-0.2, -0.1, 0.2], [0.1, 0.2, 0.2], [0.1, -0.1, 0.0], [0.2, 0.1, -0.3], [-0.2, 0.2, -0.2], [0.5, 0.2, 0.5], [-1.4, -0.4, 0.4], [-1.2, -0.1, -0.3], [1.7, 0.0, 0.5], [-0.3, 0.7, -1.1], [0.2, 2.0, 0.3], [-0.3, -0.4, 0.1], [-0.7, -0.4, -0.6], [0.6, 0.6, 0.9], [-0.4, -0.2, 0.0], [-0.3, -0.6, 0.0], [0.4, -0.3, -0.3], [-0.6, 0.2, 0.1], [0.3, -0.1, 0.2], [0.0, -0.2, -0.1], [0.2, 0.1, 0.1], [-0.2, -0.4, 0.2], [-0.2, -0.2, 0.3], [0.1, -0.1, 0.8], [-0.1, -0.1, 0.1], [-0.1, -0.3, -0.1], [0.0, -0.1, 0.2], [0.6, -0.6, 0.0], [0.0, -0.2, -0.5], [-0.2, 0.7, -0.1], [-0.1, -0.4, -0.3], [-0.5, 0.1, -0.2], [0.2, 0.3, 1.7], [0.0, 0.4, -0.6], [0.1, -0.4, -0.3], [-0.3, 0.1, 0.1], [3.1, -0.2, 2.0], [-0.6, -0.3, -1.3], [-1.0, 0.0, -0.9], [-1.7, -0.3, -0.8], [-0.5, 1.7, 1.4], [0.3, 0.1, -0.6], [-0.1, -0.4, 0.4], [-0.3, 0.1, -0.7], [-0.1, -0.9, -0.5], [-0.2, -0.8, -0.1], [0.8, -0.2, -0.3], [-0.2, 2.9, 0.0], [-0.2, -0.8, -0.1], [-0.2, -0.9, -0.2], [0.1, -1.2, 0.5], [0.6, 0.2, -0.2], [2.0, 0.3, -1.3], [-0.1, -0.2, 0.0]]}

=====

# 2
{"formula": "C4H9N", "method": "the ωB97M-V functional and the def2-TZVPD basis", "lumo_energy_ha": [0.1500, 0.1425], "relative_energy_kj_mol": 215.0, "spin_multiplicity": 2, "homo_lumo_gap_ev": [2.533, 8.683], "total_charge": -1, "homo_energy_ev": [1.55, -4.80], "species": ["C", "C", "C", "C", "N", "H", "H", "H", "H", "H", "H", "H", "H", "H"], "positions_angstrom": [[0.47580, 0.87712, -0.82974], [0.51799, -0.34782, 0.06187], [-0.40216, -0.17369, 1.15915], [-0.84349, -0.90958, 2.21893], [0.12761, 0.43756, -2.13869], [1.52070, 1.44633, -0.75965], [-0.38393, 1.47948, -0.47393], [1.41662, -0.83864, 0.22258], [0.22803, -1.27412, -0.56525], [-0.80903, 0.88157, 1.02748], [-0.46328, -1.91109, 2.24916], [-1.48695, -0.59054, 2.88876], [-0.33850, 1.01300, -2.74168], [0.93426, 0.05490, -2.53787]], "forces_ev_per_angstrom": [[1.1, 1.0, 0.2], [-1.6, -2.3, -2.2], [-2.1, 1.5, 2.7], [4.1, -0.7, -5.3], [0.3, -1.9, 1.4], [-2.0, -0.7, -0.2], [1.0, 0.2, -0.3], [2.7, 0.2, 1.4], [-0.7, 1.5, 0.5], [0.1, -1.5, 1.1], [0.0, -0.6, 0.5], [-3.1, 1.6, 3.0], [-1.1, 2.3, -1.6], [1.4, -0.6, -1.3]]}

=====

Number 1: E_tot -4943.173013 a.u.. Number 2: E_tot -212.409597 a.u..